(1)
Entry from the Open Molecules 2025 dataset: a structure of composition C63H66CsN11O4P2SSi2 at a distorted geometry (wB97M-V/def2-TZVPD).

Geometry as XYZ:
```
150
C63H66CsN11O4P2SSi2 | the Open Molecules 2025 dataset | wB97M-V/def2-TZVPD
Cs -0.3521 0.0589 -1.2641
S -1.1143 0.9084 -4.9460
P 0.7473 -1.9211 2.0350
P 2.2619 -2.1801 -0.5261
Si -1.1249 -1.1461 4.1964
Si 2.5873 -1.8280 -3.5582
O -4.1701 3.5532 4.7432
O -0.7964 -0.1525 -5.8748
O -0.0685 1.8613 -4.6440
O -0.8496 5.4110 4.5091
N -3.0273 -1.0599 -2.3710
N -5.2715 4.3334 -7.5260
N -0.4902 -1.1005 2.6444
N 2.4318 2.3395 -0.3154
N -2.0039 3.3750 4.0951
N 0.5737 4.3336 0.2002
N -3.1459 0.7704 1.0170
N -3.5313 -0.5694 -4.6464
N 2.2367 -1.4583 -1.9578
N -1.9531 4.3087 -0.8463
N -1.6661 0.3767 -3.5445
C -4.5805 -1.3601 -4.5600
C -2.7590 -0.4270 -3.5442
C -4.0140 3.6472 -5.5608
C 0.3158 -5.5823 -1.6648
C -4.2869 3.5258 -6.9210
C -0.6319 -6.3714 2.0360
C -4.9701 1.5081 2.9754
C 4.0910 -2.9417 -3.8671
C 4.5206 1.8320 -1.3561
C 5.7482 -0.9749 1.2819
C 3.2526 1.4760 -0.9032
C -0.3292 5.1562 0.7187
C -4.9279 -2.0515 -3.4084
C 4.0751 4.0505 -0.6029
C -3.2018 4.0619 -1.2187
C -2.8053 5.2866 1.1607
C 2.4117 -6.3565 -0.8004
C -3.3204 3.0443 4.0303
C 4.0642 -2.1549 -0.0114
C 4.4230 -1.1967 0.9319
C 6.7578 -1.7133 0.6834
C -1.0828 -4.0087 1.9878
C -0.5732 -2.5068 5.3932
C -2.6662 1.7444 -7.0615
C -2.8080 1.6080 1.9866
C -1.7564 4.9072 0.3279
C 1.1905 -2.6709 -4.4957
C 2.9580 -0.2270 -4.4716
C -3.0685 2.8307 -4.9646
C 2.0867 -1.7112 3.3286
C -3.6071 2.5658 -7.6641
C 2.7649 -5.0456 -0.4989
C 3.4284 -0.0084 4.4325
C -2.3967 1.8765 -5.7109
C 1.1707 -4.7806 2.1354
C 1.1865 -6.6300 -1.3870
C -4.1054 5.0349 0.7536
C 1.3487 6.3893 1.8836
C 2.4464 -0.3706 3.5304
C -0.7339 0.4809 5.1173
C 1.9221 -3.9808 -0.8053
C -4.3140 4.4066 -0.4622
C 3.7463 -2.3105 4.9986
C 0.2786 -3.7129 2.0963
C -5.3175 0.5964 1.9962
C 0.6853 -4.2789 -1.3818
C -4.0815 -1.8473 -2.3299
C -3.6829 2.0267 2.9849
C -3.0108 -1.3178 4.1501
C 4.9363 3.1410 -1.2027
C 6.4243 -2.6670 -0.2711
C 1.2767 -1.3903 0.5532
C -4.3710 0.2614 1.0342
C 2.8321 3.5980 -0.1782
C 2.2903 5.5368 1.3347
C 0.0105 6.2095 1.5658
C 2.7480 -2.6655 4.0928
C 1.8590 4.5216 0.4793
C 5.0962 -2.8764 -0.6158
C 0.7240 -6.0964 2.1198
C -1.4626 4.2665 5.0778
C 4.0943 -0.9830 5.1729
C -1.5362 -5.3177 1.9565
H 2.2368 -4.5908 2.1429
H -1.7888 1.9716 1.9184
H 3.0901 -7.1660 -0.5552
H 5.9103 3.4607 -1.5526
H 5.1486 1.0804 -1.8143
H -3.2937 -2.3739 4.1573
H 3.7947 0.3022 -4.0082
H 3.3397 5.6370 1.5753
H -5.7855 -2.7062 -3.3568
H -1.7786 -3.1795 1.9384
H -0.5366 -3.4777 4.8942
H -1.6155 0.9454 5.5679
H 0.9051 -7.6511 -1.6173
H 0.0063 -3.4642 -1.6085
H -3.4102 -0.8735 3.2360
H 7.7952 -1.5456 0.9505
H -0.2849 1.1767 4.4048
H 1.4426 -6.9077 2.1434
H -4.6081 -0.4254 0.2294
H -5.1803 -1.4502 -5.4632
H 3.7066 -4.8601 -0.0007
H -4.5439 4.3883 -4.9721
H -2.8404 2.9271 -3.9111
H 5.0057 -2.5097 -3.4561
H -3.8232 2.4596 -8.7219
H 0.2841 -2.0624 -4.4854
H -4.2557 -2.3550 -1.3834
H -0.6514 -5.7821 -2.1102
H 3.6284 -0.6190 1.3793
H -3.4930 -0.8355 5.0050
H -2.2894 4.6246 5.6878
H -1.3539 2.7862 3.5998
H 5.9864 -0.2214 2.0243
H -5.3089 4.1644 -0.8114
H 1.6515 7.1893 2.5481
H -6.3046 0.1540 1.9691
H -5.1159 4.4805 -8.5123
H 4.2305 -3.0794 -4.9433
H -2.6175 5.7383 2.1245
H 1.9414 0.3854 2.9362
H 2.4742 -3.7086 4.0177
H 3.2106 -0.4174 -5.5187
H 1.4699 -2.8013 -5.5454
H 0.4182 -2.3057 5.8006
H 2.8837 0.4622 -1.0283
H -0.7441 3.7233 5.6996
H 4.3511 5.0918 -0.5008
H -2.5977 -5.5188 1.8684
H 0.9610 -3.6537 -4.0788
H 4.8688 -0.7056 5.8787
H 4.2451 -3.0822 5.5746
H -0.1165 5.1179 3.9540
H 4.8691 -3.6016 -1.3838
H -2.1425 0.9839 -7.6230
H -5.6655 1.8244 3.7419
H -3.3207 3.5550 -2.1702
H -0.9800 -7.3976 2.0121
H -0.7449 6.8809 1.9484
H 3.9483 -3.9297 -3.4198
H -1.2795 -2.5825 6.2265
H -0.0002 0.3138 5.9092
H -4.9368 5.3004 1.3942
H -5.4112 5.2132 -7.0513
H 2.0921 0.4379 -4.4628
H 3.6842 1.0380 4.5589
H 7.2031 -3.2438 -0.7583
```

## Properties
HOMO level, eV: -1.573
LUMO energy, eV: 3.423
Energy above the lowest of the compared OMol25 structures with the same formula, charge and spin, eV: 0.000
Total charge: -2
Multiplicity: 1
Orbital gap, eV: 5.0

Here are the Mulliken charges for atoms 1 to 8, given in e:
1 Cs 2.01
2 S 1.80
3 P -0.15
4 P 1.35
5 Si 0.57
6 Si -0.18
7 O -0.76
8 O -0.74

---

(2)
Entry from the Open Molecules 2025 dataset: a structure of composition C63H77As2BrClF6NO4P2SSnTe at a distorted geometry (wB97M-V/def2-TZVPD).

Geometry as XYZ:
```
160
C63H77As2BrClF6NO4P2SSnTe | the Open Molecules 2025 dataset | wB97M-V/def2-TZVPD
Te -2.0460 -2.6599 -0.1671
Sn -0.2038 -0.0569 1.0824
Br 2.6891 0.8030 1.4467
As -3.7734 0.9561 0.8908
As -0.8598 -2.0034 3.4514
Cl 2.7290 7.5058 5.2098
S -1.7262 5.1996 -5.4717
P 0.0621 2.8429 -0.6343
P 0.0037 0.4747 -2.1190
F -3.7525 2.2962 1.9345
F -2.8653 -0.0623 2.0057
F -3.9092 -0.4338 -0.2257
F -5.2370 0.3672 1.6675
F -4.7243 1.8642 -0.2836
F -2.3393 1.2978 -0.0246
O -1.6576 3.6664 4.7060
O -1.1283 2.2235 2.1296
O 1.2724 -1.6983 0.6264
O 0.0089 0.8294 3.3841
N -0.4082 2.1353 -2.1432
C -3.4672 4.8532 0.1727
C 2.2299 0.3821 -5.6160
C 7.0150 -2.3242 3.2021
C -0.8343 4.7762 0.9980
C -3.0834 -5.1602 -1.6904
C 1.7273 5.0914 4.5223
C 3.7387 0.2175 -3.7598
C 1.9032 6.3003 -1.9924
C 5.2684 -2.4847 1.4275
C -4.0016 -6.1257 -2.0762
C -2.2405 6.0768 5.8127
C -3.2730 4.2431 -5.4646
C -0.8023 1.7780 3.2282
C -1.7470 -3.7843 3.5789
C -5.2920 -3.0178 0.5305
C -5.3116 -6.1051 -1.6287
C 1.2666 4.1042 -1.2486
C 1.4576 6.3371 5.0512
C -4.7960 -4.0987 -0.3704
C -0.5887 4.4906 4.7991
C -3.2742 -1.9967 -4.2010
C 2.9099 -5.7040 -0.0285
C 1.3652 0.3589 -3.3701
C 6.7348 -2.7349 1.7505
C 1.1570 0.4086 -4.7450
C 4.4086 -3.4797 0.9738
C 3.1929 5.8546 -2.2306
C -3.0589 5.6141 1.2530
C 1.0228 -4.6095 1.1324
C 7.6164 -1.9073 0.8055
C 3.5230 0.3032 -5.1249
C -0.4611 3.8739 -5.5552
C 2.6630 0.2450 -2.8879
C -1.4399 2.2872 4.5300
C 3.4109 -0.9777 1.2831
C -1.6727 -5.2770 -2.1726
C -0.8516 5.7590 5.3514
C 3.0740 -3.2629 0.6899
C -1.3037 -0.3876 -3.0637
C 3.5189 4.5294 -1.9917
C -0.9692 -1.5983 -3.6712
C 2.5213 -1.9697 0.8589
C -2.5624 4.0413 -0.4928
C -6.2930 -7.1643 -2.0400
C -1.9464 -2.3926 -4.2412
C -5.6900 -5.0773 -0.7807
C -0.9103 2.8517 -3.3010
C 2.1792 -4.3693 0.1570
C -3.4742 -4.1352 -0.8249
C 0.7055 4.1626 4.4107
C 0.1431 3.4987 -4.2097
C -1.7500 -1.2225 5.0123
C -1.2389 3.9958 -0.0848
C 0.9438 5.4310 -1.5063
C 1.6506 -3.9328 -1.2149
C 7.1312 -4.2069 1.5957
C -3.6195 -0.8121 -3.5719
C -1.7357 5.5777 1.6653
C -2.6425 -0.0157 -2.9975
C 0.1805 6.6686 5.4756
C 2.5598 3.6632 -1.4993
C 4.7388 -1.2109 1.5698
C 0.8365 -2.4471 4.3422
H -4.5027 4.8535 -0.1380
H 2.8163 0.1614 -1.8204
H 1.6400 7.3298 -2.1920
H 1.4767 -3.0127 3.6672
H 2.0583 0.4207 -6.6831
H 1.3354 -1.5069 4.5816
H 0.1947 4.7163 1.3342
H 8.0605 -2.5079 3.4452
H -4.0343 -2.6277 -4.6411
H 6.5320 -4.8433 2.2425
H -6.8218 -7.5583 -1.1732
H -1.2794 -4.2913 -2.4169
H 2.4841 -3.6678 -1.8643
H -0.8358 1.8947 5.3589
H 0.3103 4.2626 -6.2208
H 3.9417 6.5473 -2.5895
H 4.7447 0.1242 -3.3767
H 7.4085 -2.1746 -0.2284
H -2.7122 -0.8088 4.7176
H 0.5573 4.3867 -3.7346
H -3.6841 -6.9195 -2.7391
H 1.0027 -3.0671 -1.1105
H -3.7764 6.2105 1.7988
H 6.8052 -1.2711 3.3608
H 0.3056 -5.3051 0.6997
H -4.0787 4.9589 -5.5935
H 1.0892 -4.7435 -1.6714
H 7.0161 -4.5389 0.5667
H 0.1509 0.4602 -5.1359
H 0.0655 -1.9165 -3.6901
H 2.1992 -6.4374 -0.4074
H -2.9470 5.9260 4.9979
H -6.7116 -5.0370 -0.4274
H -0.9352 3.0123 -6.0258
H 6.3899 -2.9022 3.8794
H -2.9267 0.8857 -2.4705
H -1.6767 -3.3309 -4.7064
H 4.3570 0.2993 -5.8128
H 4.7980 -4.4717 0.8353
H -5.5793 -2.1468 -0.0583
H 1.4024 -5.0281 2.0641
H 8.6673 -2.1028 1.0151
H 3.3066 -6.0721 0.9163
H 0.6788 -3.0248 5.2549
H -2.4400 1.8409 4.5580
H -1.4140 6.1483 2.5263
H 2.8024 2.6301 -1.2949
H -5.7871 -7.9863 -2.5415
H -4.5090 -2.6934 1.2168
H 4.5219 4.1757 -2.1859
H 0.9662 2.8032 -4.3858
H -6.1589 -3.3460 1.1005
H -1.3710 -4.4495 2.8022
H -1.1312 -0.4140 5.3895
H -1.5859 3.6402 -2.9563
H -3.2722 3.5432 -6.2957
H -3.3958 3.7225 -4.5209
H -2.3050 7.1011 6.1739
H -0.0049 7.6388 5.9101
H 7.4305 -0.8444 0.9272
H 5.3374 -0.3782 1.8990
H -1.9020 -1.9570 5.8034
H 0.5151 -3.6719 1.3470
H -2.9117 3.4156 -1.3024
H -1.5801 -4.2456 4.5542
H 8.1766 -4.3334 1.8738
H -1.6057 -5.9270 -3.0450
H -4.6566 -0.5159 -3.5068
H 2.7235 4.8410 4.1956
H -0.0590 5.7899 -1.3297
H 3.7193 -5.6093 -0.7496
H 0.9242 3.1900 3.9997
H -1.4801 2.1356 -3.9045
H -1.0472 -5.6920 -1.3822
H -7.0394 -6.7565 -2.7221
H -2.5268 5.3973 6.6160
H -2.8231 -3.6585 3.4305
```

## Properties
HOMO level (alpha / beta), eV: -5.254 / -5.109
LUMO energy (alpha / beta), eV: 2.048 / 1.010
<S²>: 0.754
Energy above the lowest of the compared OMol25 structures with the same formula, charge and spin, eV: 0.009
Total charge: -1
Multiplicity: 2
Orbital gap (alpha / beta), eV: 7.3 / 6.1

Here are the Mulliken charges for atoms 1 to 8, given in e:
1 Te 0.81
2 Sn 0.78
3 Br -0.07
4 As 2.53
5 As 1.48
6 Cl -0.27
7 S -0.15
8 P 0.80